{"formula": "C24H52BBr2N6O8", "method": "ωB97M-V with the def2-TZVPD basis set", "gap_ev": 6.13, "mol_weight_da": 723.3, "charge": -1, "max_force_ev_per_a": 1.56, "energy_ev": -191818.6230, "species": ["C", "C", "C", "Br", "C", "C", "O", "B", "C", "N", "C", "C", "C", "O", "Br", "O", "H", "H", "H", "H", "H", "H", "H", "H", "H", "H", "H", "H", "H", "H", "H", "H", "H", "C", "C", "O", "N", "C", "H", "H", "H", "H", "H", "H", "H", "C", "C", "O", "N", "C", "H", "H", "H", "H", "H", "H", "H", "C", "C", "O", "N", "C", "H", "H", "H", "H", "H", "H", "H", "C", "C", "O", "N", "C", "H", "H", "H", "H", "H", "H", "H", "C", "C", "O", "N", "C", "H", "H", "H", "H", "H", "H", "H"], "positions_angstrom": [[3.4519, 0.0883, -0.0856], [2.2253, -0.1007, -0.9838], [2.5502, -0.6175, -2.3788], [3.3687, -2.4150, -2.2498], [1.3675, -0.5438, -3.3709], [0.8705, -1.8223, -4.0386], [-0.4315, -1.5270, -4.4539], [-0.9738, -0.4168, -3.6419], [-1.3498, 0.9225, -4.5160], [-2.7690, 1.2801, -4.5786], [-3.0636, 2.6676, -4.8824], [-2.1746, -0.7827, -2.5489], [-3.4849, -1.3318, -2.9287], [-4.5620, -1.0132, -2.6094], [-3.4195, -2.9691, -4.0865], [0.2082, -0.0927, -2.7172], [3.9933, 1.0083, -0.3280], [4.1503, -0.7483, -0.1583], [3.1373, 0.1941, 0.9576], [1.7363, 0.8677, -1.1279], [1.5088, -0.7800, -0.5146], [3.3710, -0.0206, -2.7846], [1.6331, 0.1835, -4.1631], [0.8914, -2.6526, -3.3171], [1.4753, -2.1184, -4.9108], [-0.9259, 0.8639, -5.5375], [-0.8271, 1.7530, -4.0183], [-3.2539, 0.6766, -5.2310], [-3.8978, 2.7443, -5.5900], [-2.1961, 3.1866, -5.3230], [-3.3530, 3.2340, -3.9850], [-2.4185, 0.1445, -2.0195], [-1.7187, -1.5210, -1.8759], [-5.3701, -0.0445, 0.3422], [-5.5075, 0.3991, 1.7781], [-5.1422, 1.4952, 2.1760], [-6.0594, -0.4966, 2.6445], [-6.5466, -1.8365, 2.3707], [-4.9023, 0.7377, -0.2457], [-4.7541, -0.9409, 0.2724], [-6.3458, -0.2713, -0.0881], [-6.1154, -0.1601, 3.5924], [-7.6037, -1.9199, 2.6311], [-5.9980, -2.5673, 2.9620], [-6.4301, -2.0641, 1.3162], [6.7155, 1.3340, 3.9587], [5.9291, 0.5702, 2.9178], [5.6318, 1.0452, 1.8381], [5.5356, -0.7014, 3.2285], [5.7776, -1.4409, 4.4445], [6.9501, 2.3184, 3.5701], [6.1310, 1.4482, 4.8736], [7.6447, 0.8164, 4.2038], [5.0109, -1.1479, 2.4915], [6.3430, -2.3551, 4.2488], [4.8412, -1.7217, 4.9322], [6.3501, -0.8321, 5.1378], [5.7515, 6.0199, 4.3124], [6.9210, 5.2497, 4.8818], [7.4513, 4.3443, 4.2632], [7.3638, 5.6009, 6.1211], [6.8548, 6.6382, 6.9910], [5.5324, 5.6096, 3.3317], [4.8685, 5.9212, 4.9450], [5.9878, 7.0801, 4.2138], [8.1442, 5.0493, 6.4412], [7.6229, 7.3828, 7.2093], [6.5041, 6.2231, 7.9378], [6.0206, 7.1431, 6.5146], [-5.2017, -3.6518, 7.0950], [-5.2396, -4.1734, 5.6756], [-6.1236, -3.8576, 4.8978], [-4.2405, -5.0096, 5.2885], [-3.1136, -5.4819, 6.0629], [-6.0618, -3.0038, 7.2313], [-5.2496, -4.4681, 7.8167], [-4.2910, -3.0810, 7.2796], [-4.3199, -5.3155, 4.3308], [-2.1697, -5.1770, 5.6082], [-3.1187, -6.5706, 6.1411], [-3.1545, -5.0699, 7.0663], [-1.7724, -1.7256, -7.9082], [-2.7937, -0.6476, -8.1750], [-3.7681, -0.4824, -7.4610], [-2.5978, 0.1553, -9.2642], [-1.5063, 0.1134, -10.2069], [-2.0610, -2.2497, -7.0042], [-1.7176, -2.4248, -8.7477], [-0.7850, -1.2986, -7.7385], [-3.3103, 0.8577, -9.3821], [-0.9461, 1.0518, -10.2085], [-1.8625, -0.0718, -11.2239], [-0.8226, -0.6850, -9.9363]], "atomic_forces_ev_per_a": [[-0.23, 0.17, -0.05], [0.29, -0.17, 0.08], [0.09, 0.61, -0.17], [0.09, -0.13, 0.00], [-0.64, 0.13, 0.28], [0.08, -0.32, -0.32], [-0.15, 0.02, -0.21], [0.49, 0.34, 0.41], [0.02, 0.04, -0.04], [-0.32, -0.12, 0.04], [0.04, 0.10, -0.11], [0.06, -0.19, -0.17], [1.10, -0.08, -0.06], [-1.42, 0.56, 0.32], [0.20, -0.39, -0.24], [-0.03, 0.00, -0.21], [0.02, -0.20, -0.04], [-0.05, 0.06, 0.07], [0.09, -0.03, -0.10], [-0.15, -0.23, 0.06], [-0.06, 0.17, -0.11], [0.01, -0.20, 0.06], [0.17, -0.14, 0.07], [-0.06, 0.08, -0.03], [0.00, 0.02, 0.19], [0.10, 0.02, 0.01], [-0.09, -0.08, -0.01], [0.08, 0.00, 0.01], [0.07, 0.00, 0.07], [-0.12, -0.05, -0.06], [0.09, -0.08, -0.05], [0.16, -0.16, 0.15], [-0.04, 0.08, -0.04], [0.02, 0.08, 0.05], [0.03, -0.06, -0.01], [-0.03, 0.01, -0.02], [-0.06, 0.00, -0.02], [0.09, 0.17, 0.10], [0.00, 0.05, 0.06], [-0.02, -0.02, -0.06], [0.02, -0.04, -0.05], [0.01, 0.01, -0.01], [-0.01, -0.04, -0.05], [-0.05, -0.07, -0.07], [-0.01, -0.02, 0.00], [-0.04, -0.06, -0.13], [-0.10, -0.12, 0.01], [0.19, 0.17, 0.08], [0.01, -0.04, 0.01], [-0.02, 0.00, -0.04], [-0.03, -0.06, -0.01], [0.04, -0.01, 0.03], [-0.01, -0.01, 0.04], [0.00, 0.02, -0.01], [0.03, 0.01, 0.00], [0.00, 0.03, 0.01], [0.00, -0.02, 0.02], [0.01, -0.03, -0.03], [-0.10, 0.04, -0.06], [0.12, 0.14, 0.11], [0.03, -0.01, 0.04], [0.04, -0.04, 0.00], [0.01, -0.01, 0.00], [0.00, 0.02, 0.01], [-0.01, 0.01, 0.01], [0.00, 0.00, -0.01], [-0.01, 0.02, -0.03], [-0.03, -0.01, -0.01], [-0.01, 0.02, 0.02], [-0.05, 0.01, -0.02], [0.08, 0.01, 0.00], [-0.04, -0.03, 0.10], [-0.01, -0.06, -0.03], [-0.01, 0.01, -0.05], [0.00, 0.00, -0.01], [0.02, 0.00, 0.01], [0.01, -0.01, 0.01], [0.00, 0.02, 0.00], [0.00, 0.03, 0.01], [-0.02, 0.00, 0.02], [0.02, -0.01, 0.01], [-0.03, -0.02, 0.01], [-0.10, 0.00, 0.20], [0.07, 0.06, -0.13], [-0.01, -0.02, -0.06], [-0.01, 0.06, 0.00], [-0.05, -0.03, 0.08], [0.02, 0.03, 0.06], [0.06, 0.03, -0.01], [0.01, 0.00, 0.04], [0.02, -0.02, 0.02], [0.00, -0.03, 0.01], [0.02, 0.01, -0.03]]}

=====

{"formula": "C5H7N3", "method": "ωB97M-V with the def2-TZVPD basis set", "gap_ev": 7.78, "mol_weight_da": 109.1, "max_force_ev_per_a": 3.87, "smiles": "C1=C2CNN=C2CN1", "energy_ev": -9766.4958, "species": ["C", "C", "C", "N", "N", "C", "C", "N", "H", "H", "H", "H", "H", "H", "H"], "positions_angstrom": [[-1.1347, 1.0822, -0.0799], [0.1694, 0.5812, -0.0966], [1.5943, 0.9439, 0.0247], [2.2417, -0.3548, -0.1719], [1.2583, -1.4302, 0.0296], [0.0868, -0.8389, 0.0081], [-1.3719, -1.2244, -0.0584], [-2.0225, 0.0771, 0.0959], [-1.3667, 2.1483, 0.0770], [1.8699, 1.3889, 0.9780], [1.9676, 1.6323, -0.7571], [3.0357, -0.5812, 0.4193], [-1.6483, -1.6777, -1.0196], [-1.6953, -1.8991, 0.7443], [-2.9842, 0.1525, -0.1933]], "atomic_forces_ev_per_a": [[3.69, 0.90, 0.70], [-2.88, 1.28, 0.03], [0.92, 0.87, -0.67], [-0.79, -1.79, 0.07], [-1.28, 1.11, -0.05], [2.04, -0.85, -0.59], [0.08, -0.59, 0.41], [-1.29, -0.66, 0.08], [-0.33, -0.76, -0.47], [-0.16, 0.12, 0.40], [-0.31, -0.16, 0.29], [-0.26, 0.31, -0.03], [0.27, 0.02, 0.09], [0.16, 0.05, -0.19], [0.13, 0.15, -0.08]]}

=====

{"formula": "C24H34N8NiO4PS3", "method": "ωB97M-V with the def2-TZVPD basis set", "gap_ev": [7.14, 7.14], "mol_weight_da": 684.5, "charge": 1, "max_force_ev_per_a": 1.30, "energy_ev": -128389.5424, "species": ["Ni", "N", "C", "C", "C", "C", "N", "C", "N", "N", "C", "O", "O", "H", "H", "H", "H", "H", "H", "H", "H", "H", "H", "H", "H", "H", "H", "S", "N", "C", "C", "C", "C", "C", "N", "C", "C", "N", "C", "C", "C", "C", "C", "N", "H", "H", "H", "H", "H", "H", "C", "C", "C", "O", "P", "S", "S", "O", "C", "C", "C", "H", "H", "H", "H", "H", "H", "H", "H", "H", "H", "H", "H", "H", "H"], "positions_angstrom": [[0.6856, 0.8742, 0.3283], [-0.7999, 1.7548, -1.2147], [-0.3766, 0.9394, -2.3662], [-0.9654, 1.3165, -3.7080], [-2.4529, 0.9809, -3.8290], [-2.7719, -0.4925, -3.5698], [-3.0268, -0.8252, -2.1591], [-4.2156, -0.9656, -1.5949], [-5.3419, -0.7785, -2.2946], [-4.2991, -1.2794, -0.3033], [1.1449, 0.8488, -2.3344], [1.8111, 0.9971, -3.3353], [1.6554, 0.5450, -1.1611], [-1.7847, 1.6445, -0.9966], [-0.6497, 2.7421, -1.4063], [-0.6502, -0.0867, -2.1201], [-0.4068, 0.7943, -4.4870], [-0.8056, 2.3814, -3.8971], [-2.7784, 1.2105, -4.8454], [-3.0667, 1.6043, -3.1697], [-1.9484, -1.1301, -3.8951], [-3.6298, -0.8110, -4.1606], [-2.2288, -0.9879, -1.5426], [-5.3158, -0.5193, -3.2624], [-6.2416, -0.9204, -1.8718], [-3.4604, -1.3973, 0.2495], [-5.1888, -1.4342, 0.1362], [1.3103, 6.6214, 4.8634], [2.0910, 6.2987, 3.4892], [1.6553, 5.1155, 3.0797], [2.0961, 4.4188, 1.8728], [3.0797, 4.8703, 0.9910], [3.4148, 4.0878, -0.0903], [2.7630, 2.8683, -0.2907], [1.8187, 2.4492, 0.5439], [1.4963, 3.2028, 1.6042], [0.4952, 2.6167, 2.4761], [0.0274, 1.4171, 2.0775], [-0.8181, 0.7672, 2.8715], [-1.2434, 1.3128, 4.0868], [-0.7977, 2.5525, 4.4750], [0.1026, 3.2303, 3.6499], [0.6915, 4.5377, 3.9418], [0.4073, 5.2902, 4.9953], [3.5687, 5.8180, 1.1784], [4.1792, 4.3953, -0.7890], [2.9910, 2.2101, -1.1176], [-1.1453, -0.2026, 2.5357], [-1.9177, 0.7379, 4.7056], [-1.1119, 3.0052, 5.4072], [3.3142, -3.5117, 2.1929], [3.0540, -2.5532, 1.0524], [3.2456, -1.0943, 1.4048], [1.7310, -2.7195, 0.4632], [0.2771, -2.7208, 1.0492], [0.0671, -2.9299, 2.9396], [-0.6022, -1.0133, 0.2578], [-0.4502, -3.8706, 0.2180], [-0.1229, -4.1859, -1.1635], [0.8330, -5.3542, -1.1847], [-1.4396, -4.4778, -1.8487], [4.3911, -3.5384, 2.3656], [2.9815, -4.5215, 1.9487], [2.8140, -3.2047, 3.1103], [3.7058, -2.8134, 0.2190], [2.5956, -0.8145, 2.2355], [3.0486, -0.4634, 0.5392], [4.2782, -0.9253, 1.7188], [0.3423, -3.3058, -1.6146], [0.3904, -6.2071, -0.6676], [1.7733, -5.1004, -0.6996], [1.0436, -5.6445, -2.2159], [-1.9276, -5.3365, -1.3845], [-1.2782, -4.7021, -2.9047], [-2.1107, -3.6177, -1.7777]], "atomic_forces_ev_per_a": [[0.08, -0.09, 1.05], [-0.35, 0.29, -0.28], [-0.14, 0.02, 0.34], [0.03, 0.13, -0.05], [-0.03, 0.06, -0.09], [-0.04, -0.14, 0.16], [-0.06, 0.02, -0.01], [0.03, 0.16, -0.26], [0.01, -0.04, 0.09], [0.03, -0.03, 0.14], [0.59, -0.26, 0.31], [0.03, 0.07, -0.13], [-0.25, -0.24, -1.25], [0.02, -0.05, -0.09], [-0.01, -0.05, -0.04], [-0.01, -0.05, -0.02], [0.00, -0.05, 0.02], [-0.02, -0.01, -0.01], [0.02, 0.04, 0.00], [0.04, -0.02, 0.02], [0.03, 0.03, 0.01], [-0.01, -0.04, 0.01], [0.08, -0.09, 0.02], [-0.01, 0.00, -0.02], [0.01, 0.01, 0.01], [0.13, -0.06, -0.02], [0.02, 0.00, 0.01], [0.01, -0.02, 0.03], [-0.16, -0.17, 0.03], [0.27, 0.03, -0.34], [0.03, 0.36, 0.29], [0.06, 0.13, 0.06], [-0.02, -0.11, -0.05], [0.01, 0.20, 0.19], [0.12, 0.02, -0.25], [-0.12, -0.14, 0.06], [0.14, -0.07, -0.17], [-0.28, -0.31, 0.02], [0.10, 0.38, 0.26], [-0.04, -0.16, -0.11], [0.00, 0.12, 0.12], [0.04, 0.37, 0.30], [-0.27, -0.30, 0.14], [0.11, 0.00, -0.19], [-0.01, -0.02, -0.02], [0.00, 0.01, 0.00], [0.03, 0.03, -0.01], [-0.01, -0.10, 0.00], [0.01, 0.02, 0.01], [0.00, -0.02, -0.02], [0.04, -0.03, 0.12], [-0.15, 0.13, -0.04], [0.27, 0.00, 0.11], [0.30, -0.26, -0.32], [-0.24, 0.22, -0.23], [-0.21, 0.04, 0.29], [-0.27, 0.00, -0.35], [0.12, -0.10, 0.20], [-0.08, 0.23, 0.10], [0.01, -0.13, -0.06], [-0.07, -0.03, -0.10], [0.01, -0.02, 0.04], [0.03, 0.04, -0.05], [0.06, 0.00, -0.07], [-0.01, 0.02, -0.05], [-0.09, 0.02, 0.00], [-0.04, -0.03, 0.00], [-0.01, -0.04, 0.02], [0.03, 0.03, 0.00], [0.01, 0.01, -0.01], [0.00, 0.03, 0.01], [0.01, 0.01, 0.02], [0.01, 0.03, 0.00], [0.02, -0.01, 0.02], [0.03, -0.03, 0.02]]}

=====

{"formula": "C6H15N5", "method": "ωB97M-V with the def2-TZVPD basis set", "gap_ev": 9.84, "mol_weight_da": 157.2, "charge": 2, "max_force_ev_per_a": 5.06, "smiles": "C[NH2+][C@H](C)NC(=[NH2+])NC=C=N", "energy_ev": -13897.2045, "species": ["C", "N", "C", "C", "N", "C", "N", "N", "C", "C", "N", "H", "H", "H", "H", "H", "H", "H", "H", "H", "H", "H", "H", "H", "H", "H"], "positions_angstrom": [[-2.7717, -0.8363, -0.1266], [-1.8657, 0.0628, -0.8748], [-0.5736, 0.2468, -0.0445], [-0.8510, 1.1260, 1.0542], [0.5547, 0.7601, -0.8919], [1.8019, 0.8452, -0.2374], [2.5334, 1.9555, -0.4471], [2.2730, 0.0318, 0.7377], [1.5950, -1.2667, 0.9412], [1.3041, -2.1861, 0.0452], [0.6370, -2.6597, -0.8208], [-3.4354, -0.2210, 0.4755], [-3.5571, -1.3292, -0.7889], [-2.3416, -1.5841, 0.4597], [-2.3937, 0.9348, -0.9186], [-1.8123, -0.3171, -1.8912], [-0.2218, -0.7295, 0.3359], [-1.8951, 1.0417, 1.3854], [-0.5683, 2.1721, 0.8478], [-0.2974, 0.7619, 1.9834], [0.4127, 1.6814, -1.4097], [3.4252, 2.1585, -0.0958], [2.2348, 2.5188, -1.2360], [3.2066, -0.0222, 1.0432], [1.6267, -1.7717, 1.9140], [0.9796, -3.3739, -1.4397]], "atomic_forces_ev_per_a": [[-3.87, 0.04, -1.08], [0.54, -1.12, -1.62], [0.86, -1.04, -2.53], [-0.23, 1.19, 3.54], [1.27, 0.75, 0.43], [0.97, 1.34, 1.21], [-2.58, -0.68, -1.95], [-3.94, -2.68, -1.73], [1.55, -0.48, 1.92], [0.23, 1.86, -0.68], [-0.76, -0.90, -0.93], [0.32, 0.06, 0.44], [1.45, 0.55, 0.29], [1.26, -0.96, 0.69], [0.37, 0.34, -0.30], [0.69, 0.80, 2.03], [-0.87, 0.44, -0.69], [0.21, 0.37, -0.11], [-0.38, -0.34, 0.23], [-0.42, 0.71, -1.21], [-0.23, -1.73, 0.99], [1.39, -0.14, 0.67], [0.37, 0.24, 0.28], [1.46, 0.83, 0.14], [0.18, 1.11, 0.25], [0.14, -0.55, -0.31]]}